Molecular formula: C15H8Cl5F3MnTe
Method: DFT, ωB97M-V/def2-TZVPD

```
33
Properties=species:S:1:pos:R:3:mulliken_charge:R:1
Mn -1.692 2.064 -0.896 -0.34
Cl -0.429 2.403 1.509 -0.13
C -0.913 0.723 1.340 1.52
C -1.690 0.454 0.236 -1.54
C -2.126 -0.838 0.020 1.14
Cl -3.089 -1.157 -1.375 -0.11
C -1.754 -1.856 0.896 0.05
Cl -2.261 -3.463 0.609 -0.15
C -0.958 -1.555 2.010 0.57
Cl -0.500 -2.795 3.090 -0.12
C -0.529 -0.245 2.250 -0.40
Cl 0.411 0.160 3.617 -0.13
F -3.137 3.655 -1.341 -0.32
C -3.598 2.499 -0.620 0.83
F -4.055 2.909 0.540 -0.17
F -4.560 1.951 -1.321 -0.16
C 0.519 -0.401 -2.371 -0.99
Te 0.458 1.714 -2.616 0.12
C 1.939 1.845 -1.083 -1.05
C 2.040 0.438 -0.524 0.66
C 2.825 0.199 0.601 -0.82
C 2.927 -1.080 1.123 -0.68
C 2.250 -2.139 0.517 -0.69
C 1.476 -1.911 -0.609 -0.64
C 1.362 -0.626 -1.133 0.86
H 0.934 -0.845 -3.273 0.59
H -0.497 -0.763 -2.252 0.27
H 1.608 2.555 -0.332 0.41
H 2.867 2.214 -1.516 0.56
H 3.353 1.019 1.071 0.45
H 3.533 -1.256 2.001 0.44
H 2.331 -3.138 0.922 0.47
H 0.956 -2.733 -1.088 0.52
```

## Properties
Kohn-Sham gap (alpha / beta): 7.13 / 8.03 eV
charge: +1
electronic energy: -4595.69173 Ha
spin multiplicity: 5

Molecular formula: C15H8F4NO7S4
Method: DFT, ωB97M-V/def2-TZVPD

```
39
Properties=species:S:1:pos:R:3:mulliken_charge:R:1
F 8.862 -0.708 0.057 -0.24
C 7.663 -0.371 0.616 0.73
F 7.198 -1.435 1.311 -0.22
F 7.866 0.661 1.476 -0.23
S 6.567 0.134 -0.751 -0.12
N 5.059 0.040 0.038 -0.14
C 4.363 -1.179 0.038 0.68
O 4.829 -2.250 -0.328 -0.64
C 3.000 -0.858 0.469 0.17
C 2.717 0.492 0.533 0.78
C 1.389 0.925 0.658 -0.83
C 0.396 -0.046 0.652 0.21
C 0.675 -1.402 0.614 -0.39
C 1.998 -1.827 0.505 -1.28
S 4.147 1.514 0.259 1.17
O 4.586 2.173 1.456 -0.62
O 4.131 2.199 -1.005 -0.60
H 1.159 1.987 0.731 0.46
H -0.806 0.247 0.684 -0.55
H -0.118 -2.146 0.641 0.35
H 2.283 -2.867 0.403 0.42
F -2.230 -0.024 2.183 -0.34
C -2.109 0.149 0.838 0.70
S -2.891 1.697 0.309 1.20
O -3.375 2.451 1.443 -0.69
O -1.988 2.286 -0.651 -0.63
C -4.298 0.948 -0.514 0.29
C -4.274 -0.429 -0.690 0.32
C -5.351 -1.090 -1.277 -0.70
C -6.451 -0.334 -1.688 -0.54
C -6.461 1.056 -1.524 -0.49
C -5.381 1.711 -0.933 -0.67
S -2.797 -1.272 -0.081 1.16
O -1.891 -1.506 -1.178 -0.61
O -3.174 -2.335 0.825 -0.67
H -5.306 -2.174 -1.386 0.43
H -7.311 -0.852 -2.113 0.36
H -7.325 1.645 -1.829 0.36
H -5.349 2.790 -0.793 0.42
```

## Properties
Kohn-Sham gap: 6.70 eV
charge: -1
electronic energy: -3149.99612 Ha

Molecular formula: C15H8N3O5Ru
Method: DFT, ωB97M-V/def2-TZVPD

```
32
Properties=species:S:1:pos:R:3:mulliken_charge:R:1
O 4.302 0.267 4.924 -0.05
C 3.950 0.636 3.883 0.19
Ru 3.018 1.820 -0.920 0.56
O 1.538 2.135 1.733 -0.20
C 2.617 1.666 1.329 0.54
C 1.793 3.274 -0.984 0.33
O 1.040 4.175 -1.131 -0.15
C 3.020 1.937 -2.851 0.37
O 2.833 2.131 -4.011 -0.14
C 4.562 2.811 -0.420 0.29
O 5.560 3.355 -0.148 -0.10
H 3.484 1.285 2.084 0.10
N -6.883 -2.331 1.150 -0.15
C -5.786 -2.058 0.847 -0.13
C -4.444 -1.740 0.486 0.53
C -3.600 -2.773 0.078 -0.91
C -2.255 -2.499 -0.276 -0.64
C -1.796 -1.165 -0.192 2.35
C -2.650 -0.116 0.186 -0.61
C -3.981 -0.429 0.527 -0.91
N -0.449 -0.901 -0.511 0.26
C 0.505 -1.833 -1.024 -0.04
C 1.714 -1.171 -1.173 -1.06
N 1.490 0.172 -0.837 0.28
C 0.199 0.340 -0.417 -0.55
H -3.951 -3.794 0.026 0.52
H -1.603 -3.317 -0.590 0.31
H -2.282 0.905 0.210 0.35
H -4.625 0.377 0.826 0.52
H 0.271 -2.877 -1.154 0.40
H 2.662 -1.540 -1.576 0.48
H -0.252 1.261 -0.074 0.26
```

## Properties
Kohn-Sham gap (alpha / beta): 8.12 / 5.37 eV
charge: +3
electronic energy: -1210.43883 Ha
spin multiplicity: 5

Molecular formula: C15H9Br3NO5
Method: DFT, ωB97M-V/def2-TZVPD

```
33
Properties=species:S:1:pos:R:3:mulliken_charge:R:1
N 12.413 -20.172 15.801 0.87
O 11.286 -20.154 15.256 -0.60
O 13.319 -20.883 15.300 -0.61
O 12.638 -19.499 16.830 -0.65
C 11.958 -25.867 15.330 -0.85
C 12.527 -24.618 15.105 -0.48
C 13.323 -24.009 16.061 -0.70
C 13.436 -24.590 17.317 0.46
C 12.850 -25.839 17.556 0.34
C 12.071 -26.449 16.585 -0.37
C 12.917 -26.460 18.903 0.45
O 12.526 -27.588 19.109 -0.67
C 13.383 -25.601 20.028 0.19
C 13.226 -26.061 21.330 -0.48
C 13.727 -25.317 22.387 -0.52
C 14.423 -24.151 22.136 -0.42
C 14.582 -23.675 20.840 -0.57
C 14.050 -24.402 19.785 0.10
C 14.180 -23.871 18.399 0.39
O 14.835 -22.891 18.153 -0.60
H 11.341 -26.361 14.590 0.44
H 12.378 -24.187 14.123 0.57
H 13.845 -23.087 15.830 0.54
H 11.667 -27.424 16.828 0.46
H 12.771 -27.034 21.452 0.45
H 13.593 -25.697 23.393 0.39
H 14.861 -23.525 22.906 0.37
H 15.022 -22.706 20.648 0.49
C 9.422 -21.728 13.493 -0.20
Br 9.444 -23.387 14.484 -0.02
Br 7.772 -21.427 12.523 -0.09
Br 10.942 -21.664 12.328 -0.03
H 9.511 -20.933 14.222 0.35
```

## Properties
Kohn-Sham gap: 6.23 eV
charge: -1
electronic energy: -8729.97939 Ha

Molecular formula: C15H9F13N2O
Method: DFT, ωB97M-V/def2-TZVPD

```
40
Properties=species:S:1:pos:R:3:mulliken_charge:R:1
C -9.156 -2.156 0.270 -1.40
C -7.821 -1.494 0.143 0.92
C -7.102 -1.119 1.276 -0.64
C -5.863 -0.527 1.165 -0.65
C -5.302 -0.291 -0.094 0.86
C -4.005 0.330 -0.245 -0.52
N -3.345 0.685 0.788 -0.99
N -2.118 1.272 0.716 0.41
C -1.395 1.611 -0.366 0.33
O -1.672 1.491 -1.530 -0.60
C -0.015 2.251 0.043 0.69
F 0.442 3.030 -0.949 -0.29
F -0.165 3.051 1.130 -0.30
C 1.072 1.200 0.419 0.78
F 2.140 1.828 0.942 -0.28
F 0.573 0.408 1.396 -0.31
C 1.535 0.305 -0.765 0.50
F 2.116 1.052 -1.712 -0.28
F 0.456 -0.281 -1.316 -0.30
C 2.506 -0.859 -0.370 0.60
F 1.861 -1.712 0.443 -0.28
F 2.790 -1.536 -1.497 -0.31
C 3.838 -0.438 0.321 0.68
F 3.608 -0.222 1.626 -0.28
F 4.320 0.698 -0.205 -0.28
C 4.936 -1.544 0.191 0.61
F 5.431 -1.575 -1.039 -0.24
F 5.930 -1.293 1.031 -0.25
F 4.446 -2.744 0.478 -0.25
C -6.021 -0.668 -1.231 -0.69
C -7.261 -1.259 -1.109 -0.59
H -9.029 -3.239 0.289 0.27
H -9.795 -1.909 -0.575 0.37
H -9.653 -1.860 1.191 0.36
H -7.526 -1.295 2.254 0.35
H -5.305 -0.235 2.041 0.41
H -3.651 0.466 -1.264 0.52
H -1.760 1.471 1.644 0.28
H -5.600 -0.491 -2.210 0.39
H -7.808 -1.545 -1.996 0.38
```

## Properties
Kohn-Sham gap: 8.80 eV
structure (SMILES): Cc1ccc(/C=N/NC(=O)C(F)(F)C(F)(F)C(F)(F)C(F)(F)C(F)(F)C(F)(F)F)cc1
charge: 0
electronic energy: -2060.01487 Ha

Molecular formula: C16H104BN3O40
Method: DFT, ωB97M-V/def2-TZVPD

```
164
Properties=species:S:1:pos:R:3:mulliken_charge:R:1
C -2.631 -4.767 3.249 -0.87
C -1.540 -4.841 2.471 -0.47
C -1.531 -5.650 1.200 -0.41
N -2.484 -5.200 0.188 0.76
C -2.162 -4.489 -0.865 -1.80
N -3.117 -4.191 -1.807 0.21
C -3.893 -2.916 -1.596 -0.37
C -5.182 -3.052 -0.802 -0.54
C -5.528 -1.789 -0.001 -1.48
C -4.403 -1.247 0.888 2.14
C -4.840 0.063 1.597 -1.45
C -3.725 1.079 1.874 -0.75
C -3.138 1.744 0.614 -0.71
C -1.715 2.270 0.856 -0.11
C -0.956 2.609 -0.419 -1.19
O 0.384 3.033 -0.142 0.64
C 1.227 1.925 0.081 -1.42
N -0.844 -4.158 -1.039 0.45
B -0.474 -2.785 -0.730 0.81
C -0.898 -2.039 0.596 -0.32
O 0.339 -2.115 -1.635 -0.21
C -0.342 -4.684 -2.379 0.34
O -0.848 -4.200 -3.397 -0.74
O 0.528 -5.551 -2.248 -0.69
H -3.260 -5.630 3.408 0.29
H -2.838 -3.833 3.763 0.24
H -0.633 -4.307 2.746 0.55
H -0.530 -5.717 0.786 -0.17
H -1.806 -6.674 1.472 0.76
H -3.440 -5.524 0.288 0.41
H -2.693 -4.097 -2.729 0.70
H -4.158 -2.585 -2.597 0.93
H -3.243 -2.139 -1.190 -0.36
H -5.150 -3.932 -0.159 0.23
H -6.003 -3.209 -1.509 0.35
H -6.361 -2.069 0.653 0.34
H -5.906 -0.989 -0.642 0.38
H -4.186 -1.981 1.652 0.00
H -3.522 -1.019 0.291 -1.18
H -5.287 -0.270 2.538 0.43
H -5.610 0.556 0.994 0.44
H -4.183 1.895 2.434 0.26
H -2.946 0.650 2.510 0.47
H -3.220 1.122 -0.281 0.30
H -3.762 2.625 0.432 0.63
H -1.172 1.590 1.518 0.37
H -1.814 3.209 1.408 0.18
H -0.918 1.786 -1.143 0.32
H -1.483 3.438 -0.898 0.36
H 1.231 1.252 -0.784 0.46
H 2.259 2.252 0.216 0.25
H 0.948 1.374 0.982 0.46
H -1.767 -2.518 1.051 0.06
H -0.053 -2.061 1.288 0.50
H -1.185 -1.012 0.372 -0.20
H 1.141 -1.877 -1.150 0.01
O 2.461 5.045 -1.285 -0.62
H 1.889 5.492 -1.920 0.32
H 1.848 4.703 -0.622 0.08
O 0.046 -1.632 -4.668 -0.73
H -0.431 -2.362 -5.074 0.32
H -0.134 -1.755 -3.724 0.34
O -4.670 -7.621 3.664 -0.59
H -5.005 -8.077 2.881 0.29
H -5.082 -8.072 4.409 0.28
O 2.394 -0.529 -3.075 -0.53
H 3.109 -1.173 -3.080 0.30
H 1.922 -0.728 -3.901 0.23
O 4.919 6.419 -1.834 -0.56
H 4.990 6.730 -0.925 0.27
H 4.189 5.781 -1.805 0.42
O -5.143 -5.960 -3.659 -0.65
H -4.813 -5.147 -3.258 0.25
H -4.767 -5.953 -4.546 0.31
O 4.534 -1.053 -0.736 -0.66
H 4.954 -1.873 -1.016 0.31
H 3.812 -0.912 -1.361 0.30
O 1.004 4.099 -3.415 -0.49
H 1.770 3.525 -3.306 0.30
H 0.715 3.954 -4.324 0.18
O -3.554 4.182 3.011 -0.63
H -3.392 5.132 2.996 0.22
H -3.133 3.889 3.825 0.33
O 1.431 3.479 3.455 -0.68
H 2.210 2.922 3.561 0.31
H 1.137 3.309 2.554 0.31
O 0.874 5.166 -6.145 -0.61
H 1.132 6.040 -5.838 0.29
H 1.039 5.200 -7.091 0.30
O 2.363 -3.250 0.408 -0.42
H 3.227 -2.833 0.326 0.20
H 2.452 -4.088 -0.066 0.31
O 5.411 8.034 -4.615 -0.63
H 4.495 8.318 -4.545 0.29
H 5.549 7.483 -3.834 0.30
O 3.777 1.556 5.074 -0.63
H 4.278 1.784 4.286 0.28
H 4.459 1.396 5.739 0.33
O -0.673 5.756 0.736 -0.60
H 0.020 6.378 0.495 0.27
H -0.422 4.927 0.309 0.23
O 2.051 -6.323 0.429 -0.63
H 2.434 -7.178 0.181 0.33
H 1.605 -6.077 -0.396 0.20
O -5.928 3.162 5.206 -0.62
H -6.701 3.410 4.692 0.29
H -5.187 3.556 4.728 0.30
O 5.635 0.055 7.008 -0.66
H 5.271 -0.664 6.475 0.29
H 5.346 -0.134 7.911 0.37
O -2.960 7.902 1.975 -0.62
H -2.417 7.154 1.694 0.28
H -3.591 8.016 1.259 0.31
O 2.847 2.930 -5.980 -0.58
H 1.926 3.218 -5.927 0.32
H 2.975 2.398 -5.189 0.28
O 6.575 0.720 9.497 -0.62
H 7.056 0.919 8.686 0.29
H 7.257 0.554 10.161 0.36
O -4.646 -0.313 -3.154 -0.51
H -5.317 0.020 -3.759 0.24
H -3.815 0.005 -3.525 0.28
O -0.408 -8.588 0.579 -0.63
H 0.495 -8.309 0.775 0.33
H -0.683 -7.991 -0.123 0.32
O 5.128 -1.942 4.448 -0.60
H 5.625 -2.713 4.158 0.29
H 4.469 -1.809 3.758 0.31
O 6.207 5.476 0.980 -0.64
H 6.932 6.055 0.724 0.31
H 6.409 4.641 0.544 0.32
O -4.546 -7.813 0.525 -0.63
H -3.879 -8.496 0.659 0.34
H -4.745 -7.855 -0.417 0.27
O 3.144 0.433 2.173 -0.57
H 3.647 0.652 1.379 0.32
H 3.818 0.289 2.847 0.22
O -5.562 -4.876 3.037 -0.55
H -6.522 -4.819 2.984 0.26
H -5.391 -5.734 3.452 0.32
O 8.798 0.132 11.399 -0.65
H 9.342 0.319 10.627 0.31
H 9.421 -0.046 12.109 0.30
O 6.385 8.788 -7.464 -0.63
H 6.020 8.074 -7.995 0.31
H 6.074 8.604 -6.567 0.34
O 7.062 5.442 -3.646 -0.64
H 6.338 5.172 -4.224 0.35
H 6.615 5.774 -2.856 0.30
O -5.001 6.164 4.162 -0.49
H -4.966 7.029 4.584 0.25
H -5.896 6.108 3.814 0.28
O -7.482 -7.684 -4.331 -0.62
H -6.588 -7.407 -4.093 0.35
H -7.690 -7.175 -5.119 0.30
O 2.267 -8.583 -1.142 -0.58
H 2.637 -9.432 -1.399 0.27
H 1.815 -8.257 -1.930 0.29
O 1.007 7.670 -7.369 -0.62
H 0.163 7.856 -7.792 0.31
H 1.655 8.134 -7.909 0.31
O 7.117 5.544 -6.907 -0.63
H 7.215 6.503 -6.909 0.34
H 7.639 5.262 -6.149 0.31
```

## Properties
Kohn-Sham gap: 9.06 eV
charge: 0
electronic energy: -3870.77083 Ha

Molecular formula: C16H10BrIrN2OS6
Method: DFT, ωB97M-V/def2-TZVPD

```
37
Properties=species:S:1:pos:R:3:mulliken_charge:R:1
Ir -0.793 1.533 -0.519 1.26
O -7.393 3.445 -0.599 -0.54
C -6.244 3.115 -0.566 0.55
S -5.664 1.638 0.241 -0.15
C -3.972 1.854 -0.140 0.19
C -3.631 2.968 -0.847 0.17
S -2.053 3.301 -1.351 -0.25
S -4.924 4.062 -1.289 -0.15
S -2.855 0.678 0.333 -0.49
C 4.682 -0.073 0.109 -1.33
C 3.512 0.666 0.699 0.30
C 3.591 1.362 1.896 -0.38
C 2.482 2.024 2.397 -0.55
C 1.318 1.967 1.660 0.28
Br -0.253 2.816 2.232 -0.13
N 1.215 1.314 0.500 -0.45
C 2.292 0.677 0.040 0.01
H 5.565 0.024 0.738 0.37
H 4.921 0.317 -0.881 0.34
H 4.452 -1.133 -0.002 0.31
H 4.525 1.393 2.445 0.37
H 2.516 2.569 3.328 0.41
H 2.169 0.162 -0.904 0.48
S 0.404 1.189 -2.764 -0.39
C 0.202 -0.384 -2.169 0.22
N -0.352 -0.511 -0.998 -0.28
C -0.481 -1.825 -0.579 -0.16
C -1.026 -2.268 0.620 -0.44
C -1.076 -3.629 0.859 -0.83
C -0.586 -4.543 -0.076 -0.47
C -0.028 -4.109 -1.266 -0.48
C 0.023 -2.743 -1.507 0.82
S 0.659 -1.897 -2.900 -0.21
H -1.405 -1.549 1.336 0.43
H -1.503 -3.991 1.785 0.39
H -0.646 -5.604 0.129 0.38
H 0.360 -4.814 -1.990 0.39
```

## Properties
Kohn-Sham gap (alpha / beta): 6.27 / 6.28 eV
charge: 0
electronic energy: -5867.99249 Ha

Molecular formula: C16H10Cl4FO6S
Method: DFT, ωB97M-V/def2-TZVPD

```
38
Properties=species:S:1:pos:R:3:mulliken_charge:R:1
Cl -0.375 0.630 3.170 -0.10
C 0.441 -0.867 3.134 0.23
C -0.275 -2.056 3.140 0.33
Cl -1.971 -2.065 3.072 -0.16
C 0.361 -3.371 3.225 0.25
O -0.270 -4.420 3.260 -0.57
C 1.904 -3.389 3.279 0.35
O 2.511 -4.453 3.329 -0.57
C 2.570 -2.089 3.271 0.25
Cl 4.268 -2.131 3.340 -0.17
C 1.877 -0.890 3.210 0.24
Cl 2.721 0.598 3.220 -0.14
C 0.806 4.881 1.170 -1.16
C 1.360 4.148 -0.018 -0.23
O 0.611 2.951 -0.249 -0.22
C 1.071 2.386 -1.398 0.68
C 0.325 1.205 -1.725 -0.27
F 0.737 0.555 -2.812 -0.35
S -0.958 0.399 -0.769 1.20
C -1.590 -0.771 -1.976 -0.10
C -2.600 -0.373 -2.857 -0.20
C -3.053 -1.266 -3.829 -0.60
C -2.494 -2.544 -3.923 -0.31
C -1.463 -2.922 -3.059 -0.62
C -1.002 -2.033 -2.085 -0.20
O -0.341 -0.426 0.247 -0.47
O -2.025 1.323 -0.458 -0.71
O 1.990 2.841 -2.064 -0.73
H 1.334 5.835 1.227 0.39
H -0.263 5.086 1.061 0.30
H 0.988 4.334 2.100 0.23
H 1.308 4.787 -0.908 0.32
H 2.411 3.881 0.154 0.30
H -3.015 0.630 -2.770 0.41
H -3.846 -0.944 -4.503 0.35
H -2.861 -3.245 -4.673 0.35
H -1.004 -3.908 -3.125 0.35
H -0.192 -2.308 -1.409 0.36
```

## Properties
Kohn-Sham gap: 3.05 eV
charge: -1
electronic energy: -3405.93736 Ha